No. 1
DFT (ωB97M-V with the def2-TZVPD basis set) results for C42H35FeN6O2PS as an isolated structure at a distorted geometry.

Summary:
Energy above the lowest of the compared OMol25 structures with the same formula, charge and spin ... 3.0 kcal per mole
Charge ... +1
2S+1 ... 2
Gap between HOMO and LUMO (spin up / spin down) ... 6.52 / 6.20 eV
Largest force on an atom ... 2.21 eV Å⁻¹

Each line ends with the Löwdin spin population.
Positions of all 88 atoms, in Å:
Fe1 0.69974 -0.12150 0.78879  0.810
S1 1.55525 2.01393 4.72731  0.001
P1 -1.21549 1.49030 0.52817  -0.025
O1 -2.29033 -2.64972 1.13328  -0.001
O2 -0.94063 -0.88758 1.49718  0.002
N1 1.31910 -2.90419 1.76078  -0.001
N2 1.39924 1.02162 2.40988  0.001
N3 1.09377 -1.42998 -0.63967  0.135
N4 2.10685 0.96718 -1.87013  0.005
N5 1.81000 1.13478 -0.57269  -0.001
N6 1.78852 -1.64004 1.82261  0.004
C1 -3.95702 1.68675 0.19625  0.000
C2 -0.28059 -4.51387 0.91927  0.000
C3 4.29655 -1.63407 -5.42089  0.005
C4 -1.12556 -4.34750 -1.29395  0.001
C5 0.37244 -2.63947 -0.44882  0.013
C6 -0.43338 -3.16656 -1.46015  0.005
C7 1.93425 3.14271 -1.58772  0.004
C8 -5.26090 1.22608 0.19041  0.000
C9 -0.58200 3.85760 1.92627  -0.003
C10 -3.17828 -0.50612 0.80383  0.000
C11 -0.97167 1.61338 -2.16384  -0.001
C12 2.30473 -2.66069 -2.35174  0.025
C13 -2.09138 2.33189 3.01310  -0.003
C14 1.84847 -3.65795 2.74251  -0.002
C15 -5.53014 -0.10571 0.49280  0.000
C16 2.59128 -1.60560 2.88470  -0.001
C17 -1.34114 2.68594 1.89077  -0.006
C18 -1.29838 3.50917 -3.59851  0.000
C19 -1.55511 3.74815 -1.21599  -0.001
C20 -1.06042 -5.04502 -0.08705  0.000
C21 1.70558 2.45689 -0.40144  -0.003
C22 2.38854 -0.30062 -2.40588  0.027
C23 -1.57600 4.29774 -2.49168  0.000
C24 -4.49139 -0.96731 0.79262  0.000
C25 -1.35386 4.31340 4.15946  -0.003
C26 -0.60407 4.67354 3.04809  0.000
C27 -1.01082 2.15947 -3.43512  0.000
C28 -1.24085 2.40407 -1.04509  -0.002
C29 -1.83494 -6.31548 0.12863  0.000
C30 3.05133 -2.73177 -3.50438  -0.005
C31 -2.07257 -1.46315 1.15426  0.001
C32 3.16402 -0.37247 -3.56284  -0.006
C33 0.76257 1.09437 3.54746  0.001
C34 2.83571 2.31900 3.63430  0.000
C35 2.58855 1.71336 2.44982  -0.001
C36 3.48135 -1.57455 -4.15685  0.030
C37 2.66896 -2.85497 3.49583  0.001
C38 -2.90746 0.82058 0.50742  -0.001
C39 1.89283 -1.43491 -1.78243  -0.001
C40 2.18105 2.15330 -2.50555  -0.003
C41 -2.09605 3.14084 4.14042  0.000
C42 0.44251 -3.34250 0.73451  0.002
H1 -1.28174 -7.01711 0.75235  0.000
H2 -2.67770 2.85077 5.00603  0.000
H3 -0.25855 -5.01278 1.88012  0.000
H4 3.32316 -3.70348 -3.89879  -0.001
H5 3.68829 2.91104 3.92241  0.000
H6 -0.73567 0.56126 -2.02866  -0.001
H7 2.02603 -3.57321 -1.84711  0.001
H8 0.00985 4.15055 1.06955  0.000
H9 3.23237 1.71930 1.58424  0.000
H10 1.90413 4.20399 -1.76022  0.000
H11 1.47318 2.84835 0.57237  0.000
H12 -0.03388 5.59376 3.05173  0.000
H13 -1.73442 -4.72810 -2.10499  0.000
H14 -1.31606 3.94334 -4.58979  0.000
H15 3.10272 -0.69600 3.15094  0.000
H16 4.05862 -0.80317 -6.08437  0.001
H17 -6.55055 -0.46573 0.49287  0.000
H18 -2.68142 1.42284 2.99933  0.000
H19 3.54452 0.53811 -4.00868  -0.001
H20 -2.77931 -6.09723 0.63300  0.000
H21 5.36427 -1.57960 -5.19747  0.002
H22 -1.79621 4.37038 -0.36317  0.000
H23 -2.06660 -6.79979 -0.81886  0.000
H24 2.37690 2.22406 -3.55983  0.000
H25 -6.06720 1.90473 -0.05523  0.000
H26 1.62224 -4.70381 2.84285  0.000
H27 -1.81849 5.34503 -2.61902  0.000
H28 -0.18656 0.61417 3.72930  0.000
H29 3.25521 -3.13617 4.35236  0.000
H30 -1.36177 4.94701 5.03672  0.000
H31 -3.75410 2.72454 -0.03638  0.000
H32 -4.66957 -2.00916 1.02154  0.000
H33 -0.81385 1.53576 -4.29820  0.000
H34 4.11985 -2.56751 -5.95256  0.000
H35 -0.50048 -2.61891 -2.39267  0.000

No. 2
DFT (ωB97M-V with the def2-TZVPD basis set) results for C21H17BN4NiO5 as an isolated structure at a distorted geometry.

Summary:
Energy above the lowest of the compared OMol25 structures with the same formula, charge and spin ... 15.4 kcal per mole
Charge ... -2
2S+1 ... 3
Gap between HOMO and LUMO (spin up / spin down) ... 6.47 / 6.45 eV
Largest force on an atom ... 1.31 eV Å⁻¹

Each line ends with the Löwdin spin population.
Positions of all 49 atoms, in Å:
Ni1 -0.63600 0.04580 0.24370  1.766
O1 0.08090 2.19480 0.33050  0.028
O2 0.15640 4.69110 0.10340  0.001
O3 -1.03610 -0.79190 2.08720  0.039
O4 -0.42730 -1.92450 -0.52320  0.036
O5 0.13460 -3.15470 -2.29960  0.002
N1 1.30140 0.03640 1.06660  0.044
N2 2.06780 1.08540 0.67070  0.003
N3 -2.46730 0.69290 -0.21700  0.026
N4 -0.12180 0.34210 -1.91100  0.030
C1 3.50790 3.29120 -0.20790  0.001
C2 -0.24000 1.47320 -2.59100  0.002
C3 -0.41830 1.51830 -3.96340  0.001
C4 1.07560 -1.83600 2.54170  0.001
C5 1.82720 -0.83260 1.85530  0.000
C6 -0.16250 -0.80930 -2.58080  0.002
C7 1.73470 -2.84320 3.24780  -0.001
C8 1.35830 2.13300 0.31920  0.004
C9 -1.02140 -2.75520 3.34620  0.003
C10 2.24370 5.75640 -0.21100  0.000
C11 3.60920 5.67280 -0.40030  0.000
C12 4.24410 4.44020 -0.42240  0.000
C13 -0.13370 -2.09400 -1.72630  0.003
C14 1.05420 -3.78640 3.98520  0.001
C15 1.48110 4.59850 -0.03600  0.000
C16 2.13710 3.35170 0.00170  0.001
C17 -0.30290 -0.85620 -3.96250  0.001
C18 -0.44530 0.32440 -4.66780  -0.001
C19 -3.17210 1.48570 -0.68210  0.002
C20 -0.34080 -3.73940 4.01090  -0.001
C21 -0.36320 -1.74060 2.58930  0.003
B1 -4.09890 2.54970 -1.34230  0.000
H1 -0.19730 2.38270 -2.01090  0.000
H2 -0.58940 0.31780 -5.74230  0.000
H3 3.97350 2.31830 -0.19120  0.000
H4 2.81800 -2.88290 3.19300  0.000
H5 -2.10110 -2.71040 3.37670  0.000
H6 1.74450 6.71620 -0.19330  0.000
H7 -3.37740 3.44580 -1.71480  0.000
H8 4.18750 6.57940 -0.53580  0.000
H9 2.89780 -0.74610 2.08630  0.002
H10 -0.16890 3.72380 0.20380  0.000
H11 -4.66060 2.02400 -2.28290  0.000
H12 -0.53290 2.46800 -4.46710  0.000
H13 -0.88840 -4.49130 4.57100  0.000
H14 -0.29730 -1.82190 -4.44600  0.000
H15 -4.90040 2.95360 -0.52560  0.000
H16 5.31060 4.37920 -0.59730  0.000
H17 1.58960 -4.54920 4.53990  0.000

No. 3
DFT (ωB97M-V with the def2-TZVPD basis set) results for a 9-piece molecular cluster, C67H148N8O9P overall at a distorted geometry.

Summary:
Charge ... +3
Gap between HOMO and LUMO ... 4.10 eV
Largest force on an atom ... 6.85 eV Å⁻¹

Each line ends with the Mulliken charge.
Positions of all 233 atoms, in Å:
P1 8.65209 6.89199 -7.14668  0.713
O1 6.18599 0.08065 4.96576  -0.614
O2 -1.44942 3.74183 -8.67620  -0.681
O3 -1.65765 1.78086 -7.82721  -0.685
O4 5.22613 1.36878 3.50870  -0.653
O5 -7.78405 -4.16328 2.84597  -0.669
O6 -2.23661 2.14507 -9.74265  -0.656
O7 -8.98645 -3.02557 1.49006  -0.694
O8 4.25408 -0.46359 4.23322  -0.677
O9 -7.41603 -4.24998 0.84815  -0.688
N1 -7.70708 10.17386 5.77395  0.250
N2 4.31542 -6.83122 7.23128  0.445
N3 -1.82045 2.58052 -8.66998  1.022
N4 -8.02704 -3.80732 1.74539  1.051
N5 5.23146 0.31083 4.24051  0.945
N6 -3.05165 -11.02683 3.21078  0.380
N7 -7.93852 -2.21470 -5.67550  0.215
N8 -0.80821 3.14484 -0.09784  0.309
C1 -2.35800 -13.03307 4.83865  -0.672
C2 -7.82534 0.14032 -6.46258  -0.475
C3 -7.68991 9.03576 3.61249  -0.397
C4 5.86376 -6.97024 9.10940  -0.677
C5 -0.67952 0.67787 -0.43706  0.065
C6 9.85802 5.84143 -8.10457  -1.176
C7 0.07380 1.87646 0.17521  -1.313
C8 3.39024 -5.75562 7.92894  -1.102
C9 11.75426 8.24656 -5.96179  -0.160
C10 6.97319 6.96662 -8.11803  -0.902
C11 0.05862 4.94064 -1.63366  -0.442
C12 12.82891 8.89929 -5.21251  -1.379
C13 5.91330 9.20979 -8.51860  -0.594
C14 5.73070 -6.36402 7.72473  -0.649
C15 -9.09286 9.40995 4.02899  -0.736
C16 -0.31092 4.36486 0.72710  -0.592
C17 5.41550 8.96579 -9.96557  -1.200
C18 -4.58381 12.38082 5.84959  -0.717
C19 -7.01771 -4.53953 -4.92507  -0.363
C20 4.98790 -8.18747 9.13599  -0.569
C21 -8.11780 -1.29326 -6.89473  -0.753
C22 -4.13187 1.61592 3.34230  -1.504
C23 -4.91072 -10.53362 4.83944  -0.653
C24 4.18910 -8.27544 7.81435  -0.600
C25 9.18308 8.59795 -6.78533  -0.881
C26 6.87791 2.27803 -5.70102  -1.296
C27 -6.61530 -6.00160 -5.31434  -0.735
C28 -2.57032 -10.62302 1.80340  -1.074
C29 -2.01612 -14.53084 5.15932  -0.856
C30 -0.78097 -9.87817 0.16186  -1.355
C31 -3.67205 1.45188 1.95325  -0.075
C32 8.12952 6.00520 -5.54031  -0.753
C33 -1.09454 -10.41341 1.56729  -0.041
C34 -6.12107 12.24080 5.44443  -0.746
C35 -9.00555 10.55589 5.01194  -0.421
C36 -7.68179 -6.80505 -5.98066  -1.212
C37 -6.71082 -1.41915 -5.05964  -0.686
C38 -2.71641 2.56771 1.63553  -0.846
C39 10.24229 8.79787 -5.64040  -1.055
C40 10.24558 3.57998 -9.12818  -0.620
C41 9.32776 4.80740 -9.05494  -0.315
C42 9.70714 2.54773 -10.05203  -1.298
C43 -6.92445 0.04256 -5.27105  -0.856
C44 8.05387 4.49170 -5.57626  -1.011
C45 -6.84800 11.29984 6.36841  -1.058
C46 1.06734 -4.78853 8.35561  -0.563
C47 -4.60598 -10.87672 3.40942  -0.615
C48 4.96219 -7.34048 3.32447  -1.342
C49 5.88684 7.94404 -7.66147  -0.735
C50 -4.25706 13.24986 7.09417  -1.292
C51 -2.38420 2.98244 0.12932  -1.232
C52 -0.73026 -15.17187 4.54658  -1.064
C53 -8.11016 9.37730 7.08606  -1.132
C54 -2.59967 -10.03132 4.30039  -0.857
C55 -0.56662 3.60017 -1.61250  -0.756
C56 0.48787 5.16885 -0.25651  -0.702
C57 6.81324 3.80541 -5.99220  -0.111
C58 -9.27232 -2.22466 -4.78881  -0.838
C59 -2.57972 -12.55768 3.46684  -0.335
C60 -3.65924 -9.97490 5.41302  -0.707
C61 -6.83640 9.28400 4.80486  -0.478
C62 4.16732 -6.76910 5.70582  -0.716
C63 0.23043 -0.57902 -0.17509  -1.351
C64 -0.42691 -4.63580 8.22924  -1.269
C65 1.86414 -5.76723 7.45760  -0.299
C66 5.26077 -7.51368 4.80068  -0.590
C67 -7.41454 -3.60580 -6.04280  -0.546
H1 -4.78170 -9.98583 2.80649  0.469
H2 9.83176 8.43695 -4.69737  0.423
H3 4.62603 -8.99819 7.12528  0.408
H4 10.55575 6.59155 -8.47684  0.701
H5 -9.62853 8.57109 4.47336  0.287
H6 -2.38155 -9.09033 3.79534  0.611
H7 -7.91142 -6.38605 -6.96035  0.275
H8 -6.51980 -3.39343 -6.62798  0.263
H9 -9.12439 -1.45047 -7.28223  0.399
H10 -4.03109 11.45036 5.97941  0.322
H11 -8.57450 10.09832 7.75882  0.400
H12 -4.70270 12.96365 8.04684  0.332
H13 -3.19623 13.27176 7.34368  0.389
H14 1.04830 2.24478 -0.14538  0.694
H15 0.24602 -9.76426 -0.18516  0.365
H16 -7.49118 9.65076 2.73478  0.340
H17 4.86545 7.58542 -7.78894  0.481
H18 10.45281 5.38603 -7.31278  0.536
H19 -7.34447 11.90781 7.12470  0.499
H20 5.87807 -5.28497 7.76987  0.389
H21 -4.61763 14.27124 6.97221  0.334
H22 -6.14483 10.79376 7.02988  0.582
H23 -3.19544 -12.75369 5.47798  0.261
H24 -1.65297 0.62091 0.05003  0.035
H25 12.53374 9.05227 -4.17445  0.349
H26 -2.85614 -15.19191 4.94613  0.432
H27 -3.50998 -10.60165 6.29222  0.282
H28 0.17521 -0.79457 0.89195  0.357
H29 5.96824 4.29256 -5.50562  0.362
H30 0.21670 -15.14016 5.08543  0.322
H31 1.47398 -3.81865 8.06909  0.290
H32 -3.75977 -8.95714 5.79006  0.391
H33 1.77657 -5.51796 6.40011  0.397
H34 -0.97747 -5.24678 8.94456  0.324
H35 5.99084 8.21184 -6.61001  0.354
H36 4.00580 -5.71361 5.48683  0.558
H37 9.83489 2.97556 -11.04639  0.345
H38 3.81139 -4.80837 7.59212  0.473
H39 13.16885 9.80669 -5.71167  0.340
H40 -5.12271 -11.74563 3.00187  0.414
H41 6.48527 -6.81552 7.08062  0.438
H42 -9.86388 10.51420 5.68248  0.260
H43 0.32128 3.99984 1.53653  0.300
H44 -1.71568 -12.34429 5.38738  0.418
H45 -3.11921 3.51636 1.99041  0.553
H46 -0.91636 0.77524 -1.49655  0.455
H47 -4.08528 12.89125 5.02556  0.399
H48 -7.56914 0.82685 -7.26951  0.424
H49 11.79311 7.17491 -5.76649  0.222
H50 -2.93131 3.89274 -0.11587  0.645
H51 5.58609 -8.48911 5.16234  0.435
H52 5.65745 -9.03449 9.28549  0.380
H53 5.51841 -6.43765 3.07226  0.347
H54 8.66807 2.37395 -9.77232  0.304
H55 7.32271 7.21613 -9.11987  0.560
H56 5.31215 -8.17205 2.71283  0.347
H57 1.26177 -0.27990 -0.36208  0.357
H58 13.55604 8.11241 -5.01198  0.392
H59 -7.24952 8.90116 7.55584  0.405
H60 -6.69113 13.16772 5.50728  0.478
H61 8.84821 6.10401 -4.72679  0.470
H62 3.90530 -7.31910 3.05869  0.339
H63 8.14860 4.23334 -4.52157  0.563
H64 1.45151 -4.94092 9.36422  0.381
H65 -3.31461 0.42215 1.94945  0.252
H66 4.38619 -8.10023 10.04067  0.278
H67 0.25251 1.77138 1.24532  0.491
H68 -6.34049 -1.84347 -4.12641  0.548
H69 -10.08445 -2.57859 -5.42385  0.357
H70 -0.74394 -9.68010 2.29355  0.336
H71 -5.94374 9.86241 4.56676  0.261
H72 -8.71195 8.51119 6.81073  0.421
H73 10.22202 1.59788 -9.90787  0.386
H74 3.36267 -5.81510 9.01697  0.358
H75 -1.84639 2.41933 2.27519  0.317
H76 -8.79902 0.52852 -6.16366  0.309
H77 -9.09890 -2.94373 -3.98820  0.322
H78 -0.44132 -14.75793 3.58052  0.298
H79 6.75279 5.90087 -8.17879  0.313
H80 9.11444 5.24200 -10.03152  0.535
H81 -9.61582 9.68302 3.11245  0.419
H82 7.16617 6.34063 -5.15621  0.347
H83 -5.90186 -1.64830 -5.75331  0.385
H84 -3.17914 -9.76254 1.52587  0.427
H85 10.23962 3.25753 -8.08698  0.322
H86 6.16673 -6.91653 4.90433  0.309
H87 11.27946 3.89312 -9.27361  0.435
H88 -7.46250 -7.83663 -6.25607  0.395
H89 -4.39165 2.66228 3.50273  0.362
H90 -1.01799 -16.21532 4.41802  0.297
H91 -4.64059 1.52438 1.45850  0.262
H92 -1.43073 3.52777 -2.27293  0.455
H93 -7.43875 -1.66332 -7.66287  0.373
H94 5.41059 9.91523 -10.50096  0.379
H95 -0.67050 5.67659 -1.97255  0.329
H96 -0.75922 -4.80421 7.20488  0.332
H97 8.95781 3.98139 -5.90879  0.284
H98 -1.33794 -8.97175 -0.07541  0.327
H99 -6.36139 11.82922 4.46415  0.524
H100 1.39783 -6.74043 7.61107  0.296
H101 -3.37446 -13.12361 2.98083  0.240
H102 -1.06134 5.03012 1.15420  0.382
H103 0.93701 4.76711 -2.25529  0.257
H104 -5.79508 -9.89885 4.89478  0.399
H105 3.28205 -7.37118 5.50114  0.424
H106 -8.16843 -4.01508 -6.71528  0.517
H107 -6.45507 8.41260 5.33717  0.393
H108 10.44764 9.85739 -5.48757  0.509
H109 -2.75429 2.41046 -0.72155  0.645
H110 -9.46961 -1.19702 -4.48365  0.376
H111 6.92962 9.59022 -8.62088  0.210
H112 9.49934 9.14569 -7.67307  0.563
H113 -5.61597 -6.17646 -5.71293  0.452
H114 5.44667 10.03806 -7.98539  0.493
H115 6.89948 -7.10845 9.41966  0.448
H116 1.51641 4.82320 -0.15287  0.306
H117 -5.04232 1.02198 3.42245  0.424
H118 -7.26434 0.46657 -4.32617  0.356
H119 -1.98084 -14.59414 6.24691  0.385
H120 -8.59119 -6.70234 -5.38860  0.287
H121 -7.49139 7.96538 3.55798  0.278
H122 11.91178 8.17554 -7.03801  0.312
H123 7.39442 2.27046 -4.74119  0.334
H124 -0.01057 2.74725 -2.00162  0.438
H125 -6.40229 -6.55376 -4.39900  0.372
H126 6.59396 3.92573 -7.05311  0.195
H127 5.90030 8.11942 -10.45212  0.307
H128 7.52153 1.81117 -6.44660  0.292
H129 -1.27149 -10.69125 -0.37328  0.320
H130 -5.04767 -11.51237 5.29922  0.255
H131 -1.70191 -12.76028 2.85324  0.342
H132 -8.79365 11.50588 4.52131  0.405
H133 -6.08647 0.73284 -5.36798  0.407
H134 4.34269 8.77519 -9.99453  0.334
H135 -6.22681 -4.21242 -4.25010  0.241
H136 5.56393 -6.17705 9.79426  0.310
H137 -0.08142 -1.43415 -0.77475  0.372
H138 3.12124 -8.45301 7.94184  0.317
H139 5.90217 1.79626 -5.63832  0.376
H140 -1.70152 -10.49729 4.70572  0.402
H141 -0.44137 -11.27757 1.68848  0.329
H142 -3.43302 1.28749 4.11162  0.354
H143 8.36224 4.46290 -8.68454  0.025
H144 -0.67271 -3.58254 8.36457  0.354
H145 8.31544 9.17463 -6.46481  0.419
H146 -2.95620 -11.38583 1.12714  0.527
H147 -7.92347 -4.73416 -4.35078  0.192
H148 0.51330 6.24399 -0.07896  0.396